Record 1
2 unconnected molecules or ions with the total composition CHN2O3P in a non-equilibrium geometry. Source: OMol25; level of theory: ωB97M-V with the def2-TZVPD basis set.

Charge: -2
Energy above the lowest of the compared OMol25 structures with the same formula, charge and spin in kJ/mol: 490.2

XYZ file:
```
8
Properties=species:S:1:pos:R:3:forces:R:3:nbo_charge:R:1
C -0.0368 0.6284 1.2623 -0.6 -2.0 -2.2 -0.444
N 0.7101 1.1253 2.3116 2.5 2.5 -2.0 -0.241
N 1.1026 1.6630 1.1835 -0.4 -1.0 3.8 -0.277
O -1.3853 -0.2779 -1.8318 2.0 -1.1 1.0 -1.184
O 1.1446 -0.7658 -2.0111 0.8 0.1 0.2 -1.165
O -0.4274 -2.4442 -0.7664 0.6 0.8 -0.2 -1.174
P -0.1452 -1.0868 -1.3638 -3.6 0.2 -0.6 2.416
H -0.9625 1.1581 1.2157 -1.5 0.5 0.0 0.069
```
Forces are in eV/Å.


Record 2
A molecular structure, C27H25F2IN2O3PReS5. Source: OMol25; level of theory: ωB97M-V with the def2-TZVPD basis set.

2S+1: 2
Charge: -1
Energy above the lowest of the compared OMol25 structures with the same formula, charge and spin in kJ/mol: 218.5

XYZ file:
```
67
Properties=species:S:1:pos:R:3:forces:R:3:lowdin_spin:R:1
Re -0.8583 1.4270 0.5832 -0.1 0.1 -0.1 0.748
O -1.2764 2.4486 -2.5940 0.1 0.0 0.0 0.000
S -0.5679 3.5471 -1.9003 -0.1 0.0 -0.1 0.008
O -3.3010 3.6170 -0.8216 0.2 0.3 -0.3 0.015
O -0.3853 3.2226 -0.3816 -0.1 -0.1 0.1 0.042
C 1.1010 3.1866 -2.4783 0.0 0.0 0.0 0.003
C 1.7875 4.1441 -3.2068 0.0 0.0 0.0 0.000
C 2.9836 3.8124 -3.8238 0.0 0.0 0.0 0.000
C 3.4735 2.5181 -3.7118 0.0 0.1 0.0 0.000
C 2.7894 1.5722 -2.9618 0.0 0.0 0.0 0.000
C 1.5907 1.8945 -2.3272 0.0 0.1 0.1 -0.001
P 0.7140 0.6475 -1.2771 0.1 0.0 0.0 0.020
C 2.2606 -0.1782 -0.6814 0.0 0.0 -0.1 0.005
C 2.6903 -1.4505 -1.0416 0.0 0.0 0.0 0.000
C 3.9194 -1.9329 -0.6033 0.0 0.0 0.0 0.000
C 4.7391 -1.1482 0.1906 0.0 0.0 0.0 0.000
C 4.3275 0.1317 0.5396 0.0 0.0 0.0 0.000
C 3.1047 0.6087 0.1014 0.0 0.0 0.0 0.001
C 0.0838 -0.5375 -2.5074 -0.1 0.1 -0.1 0.005
C -0.2136 -1.8468 -2.1282 0.0 0.0 0.0 0.001
C -0.7338 -2.7422 -3.0461 0.0 0.0 0.0 0.002
C -0.9910 -2.3310 -4.3477 0.0 0.0 0.0 -0.001
C -0.7275 -1.0241 -4.7222 0.0 0.0 0.0 0.001
C -0.1903 -0.1276 -3.8068 0.0 0.0 0.0 -0.001
H 1.3682 5.1397 -3.2982 0.0 0.0 0.0 0.000
H 3.5254 4.5539 -4.3981 0.0 0.0 0.0 0.000
H 4.3977 2.2406 -4.2031 0.0 0.0 0.0 0.000
H 3.2015 0.5751 -2.8723 0.0 0.0 0.0 0.000
H 2.0853 -2.0750 -1.6822 0.0 0.0 0.0 0.000
H 4.2342 -2.9277 -0.8942 0.0 0.0 0.0 0.000
H 5.6944 -1.5279 0.5317 0.0 0.0 0.0 0.000
H 4.9542 0.7635 1.1566 0.0 0.0 0.0 0.000
H 2.8011 1.6119 0.3734 0.0 0.0 0.0 0.000
H -0.0616 -2.1522 -1.0996 0.0 0.0 0.0 0.000
H -0.9650 -3.7547 -2.7391 0.0 0.0 0.0 0.000
H -1.4174 -3.0254 -5.0612 0.0 0.0 0.0 0.000
H -0.9562 -0.6880 -5.7254 0.0 0.0 0.0 0.000
H -0.0247 0.9016 -4.0927 0.0 0.0 0.0 0.000
S -4.1760 0.6783 -2.5996 0.0 0.1 0.0 -0.010
C -3.3151 0.9056 -1.2470 0.3 -0.4 0.0 0.007
S -3.1324 2.2852 -0.1899 -0.4 -0.3 0.3 0.014
S -2.3026 -0.3050 -0.4307 0.0 0.2 0.1 0.056
C -1.7713 -3.6658 2.2692 0.0 0.0 0.0 0.000
C -2.2571 -2.5691 3.1534 0.0 0.0 -0.1 0.000
C -2.6014 -2.6913 4.4682 0.0 0.0 0.0 0.000
C -3.0557 -1.5296 5.1316 0.0 0.0 0.0 0.000
N -3.0877 -0.3442 4.5679 -0.1 0.0 0.0 -0.001
C -2.6696 -0.2239 3.2882 0.0 -0.1 0.0 -0.001
S -2.5747 1.2814 2.5611 0.1 0.2 0.0 -0.010
N -2.3567 -1.3507 2.5944 0.0 0.0 0.1 0.002
C -3.4873 -1.6059 6.5648 0.0 0.0 0.0 0.000
H -1.7875 -4.6209 2.7888 0.0 0.0 0.0 0.000
H -0.7509 -3.4365 1.9579 0.0 0.0 0.0 0.000
H -2.3898 -3.7302 1.3724 0.0 0.0 0.0 0.000
H -2.5473 -3.6449 4.9713 0.0 0.0 0.0 0.000
H -2.1520 -1.2124 1.6045 0.0 -0.1 -0.1 0.002
H -3.9759 -2.5549 6.7844 0.0 0.0 0.0 0.000
H -4.1522 -0.7768 6.7928 0.0 0.0 0.0 0.000
H -2.6079 -1.5226 7.2075 0.0 0.0 0.0 0.000
I 1.7881 3.4033 2.2971 0.0 0.0 0.0 0.054
C -0.3244 2.8796 2.1290 0.2 0.0 0.0 0.004
H -0.7598 3.8547 1.9145 0.0 0.0 0.0 -0.001
H -0.5431 2.5990 3.1527 0.1 0.0 0.0 0.000
F 0.0899 -0.0324 3.1212 0.0 0.0 0.0 0.000
C 0.2794 0.0201 1.7387 -0.2 -0.2 0.0 0.025
F 0.1118 -1.3581 1.3597 0.1 0.1 0.0 -0.001
H 1.3519 0.1732 1.6349 0.0 0.1 0.0 0.011
```
Forces are in eV/Å.


Record 3
A single C2Cl2S molecule in a non-equilibrium geometry. Source: OMol25; level of theory: ωB97M-V with the def2-TZVPD basis set.

2S+1: 3
Energy above the lowest of the compared OMol25 structures with the same formula, charge and spin in kJ/mol: 141.4

XYZ file:
```
5
Properties=species:S:1:pos:R:3:forces:R:3:lowdin_spin:R:1
C -1.3485 -0.1458 0.6873 0.3 1.6 0.2 1.074
C 0.9864 0.1611 -1.2994 -1.6 0.5 -1.1 0.323
S 0.2532 0.0924 0.2364 0.2 -0.8 2.2 0.266
Cl -2.1268 0.8006 1.9573 0.7 -1.1 -1.5 0.239
Cl 2.2356 -0.9083 -1.5816 0.4 -0.2 0.2 0.098
```
Forces are in eV/Å.


Record 4
2 unconnected molecules or ions with the total composition C23H19FNO in a non-equilibrium geometry. Source: OMol25; level of theory: ωB97M-V with the def2-TZVPD basis set.

Charge: +1
Energy above the lowest of the compared OMol25 structures with the same formula, charge and spin in kJ/mol: 0.0

XYZ file:
```
45
Properties=species:S:1:pos:R:3:forces:R:3:nbo_charge:R:1
F -4.3741 3.8114 2.4531 0.7 -1.6 -0.4 -0.297
C -3.7859 2.5977 2.2046 -0.5 1.0 0.4 0.482
C -3.1298 1.9562 3.2557 0.0 -0.2 -0.2 -0.289
C -2.5505 0.7269 2.9938 0.0 -0.2 -0.3 -0.068
C -2.5956 0.1201 1.7003 0.2 1.2 -0.1 -0.205
C -2.0404 -1.1864 1.6035 -0.9 -0.2 0.9 0.157
C -2.3797 -2.2590 0.7402 0.2 -0.9 -0.7 -0.116
C -1.9069 -3.5537 1.1295 -0.1 0.5 -0.1 -0.108
C -2.1521 -4.6760 0.3590 -0.1 -0.1 -0.1 -0.228
C -2.8296 -4.5511 -0.8656 0.2 0.4 0.4 -0.102
C -3.3130 -3.2970 -1.2669 -0.1 0.2 0.1 -0.212
C -3.1521 -2.1739 -0.4570 0.3 -0.3 0.1 -0.136
C -3.1898 0.8758 0.6453 -0.3 0.0 0.5 -0.099
C -3.8551 2.0713 0.9152 0.4 -0.3 -0.2 -0.273
H -3.0873 2.4018 4.2472 -0.1 0.0 -0.3 0.260
H -2.0643 0.1771 3.8008 -0.1 0.2 -0.2 0.225
H -1.4548 -1.4795 2.4678 -0.5 0.0 -0.1 0.246
H -1.3610 -3.6376 2.0710 0.0 0.0 -0.3 0.231
H -1.8149 -5.6551 0.7061 -0.1 0.3 -0.2 0.243
H -2.9913 -5.4305 -1.4912 0.0 0.3 0.2 0.240
H -3.8366 -3.2019 -2.2218 0.1 0.0 0.4 0.239
H -3.6274 -1.2362 -0.7329 0.2 -0.4 -0.1 0.222
H -3.1097 0.5282 -0.3832 -0.2 0.2 0.3 0.225
H -4.4050 2.6014 0.1382 0.3 0.0 0.2 0.258
C 5.4087 1.0300 5.2061 -0.4 -0.2 0.1 -0.259
O 4.0550 0.6400 5.5190 0.0 -0.1 -0.5 -0.483
C 3.2589 0.1924 4.5148 0.5 0.0 -1.2 0.337
C 3.6781 0.0424 3.1777 0.1 0.3 1.3 -0.287
C 2.7858 -0.4292 2.1883 -1.1 0.0 0.4 -0.097
C 1.4125 -0.6988 2.5568 1.0 0.3 -0.4 0.210
C 1.0201 -0.5218 3.9097 0.1 0.0 0.2 -0.206
C 1.9112 -0.1160 4.8709 0.1 0.0 -0.4 -0.220
N 0.5001 -1.0867 1.6278 0.2 -0.1 -0.9 -0.471
C 0.8783 -1.2582 0.3697 0.3 0.1 0.6 0.044
C 2.2071 -1.0634 -0.0723 0.1 0.1 0.4 -0.256
C 3.1524 -0.6244 0.8354 -0.3 -0.2 -0.3 -0.118
H 5.8119 1.3699 6.1596 0.1 0.0 -0.2 0.216
H 5.9870 0.1751 4.8302 -0.1 0.2 0.1 0.187
H 5.4261 1.8470 4.4717 -0.1 -0.2 0.2 0.186
H 4.7001 0.3057 2.8872 -0.4 -0.2 0.1 0.228
H -0.0193 -0.7115 4.1722 0.3 0.0 0.0 0.199
H 1.6152 0.0048 5.9103 0.0 0.0 -0.2 0.240
H 0.1092 -1.5653 -0.3428 0.2 0.0 0.2 0.190
H 2.4351 -1.2608 -1.1171 0.1 0.1 0.2 0.234
H 4.1808 -0.4178 0.5365 -0.3 -0.1 0.0 0.228
```
Forces are in eV/Å.


Record 5
A single C18H19FN2O4S molecule. Source: OMol25; level of theory: ωB97M-V with the def2-TZVPD basis set.

SMILES: O=C(Nc1ccc(S(=O)(=O)NC[C@@H]2CCCO2)cc1)c1cccc(F)c1
Energy above the lowest of the compared OMol25 structures with the same formula, charge and spin in kJ/mol: 16.4

XYZ file:
```
45
Properties=species:S:1:pos:R:3:forces:R:3:nbo_charge:R:1
O -3.5777 -2.1218 -0.0907 0.0 -0.1 0.0 -0.587
C -3.8078 -0.9377 0.0195 0.0 0.2 0.0 0.665
N -2.8552 0.0440 0.0156 -0.2 0.4 0.0 -0.591
C -1.4760 -0.0759 -0.1514 0.4 -0.2 -0.1 0.146
C -0.7065 1.0836 -0.0258 0.0 -0.1 0.0 -0.233
C 0.6633 1.0299 -0.1890 0.0 0.1 0.0 -0.176
C 1.2683 -0.1774 -0.4814 0.5 0.0 -0.2 -0.336
S 3.0482 -0.2485 -0.6418 -0.7 -0.3 0.4 2.317
O 3.5120 1.0541 -1.0281 -0.1 0.1 0.3 -0.952
O 3.3777 -1.3921 -1.4368 -0.1 -0.1 0.2 -0.926
N 3.4303 -0.5172 0.9809 -0.2 0.0 -0.8 -0.852
C 4.4178 0.3646 1.5580 0.6 0.2 -0.1 -0.255
C 5.8525 -0.1268 1.2810 -0.2 0.1 0.4 0.079
C 6.9100 0.9715 1.5254 -0.1 -0.2 0.0 -0.432
C 7.6262 1.0922 0.1756 -0.1 -0.2 -0.1 -0.426
C 6.5927 0.5116 -0.7915 0.3 0.3 -0.2 -0.078
O 5.9714 -0.5327 -0.0668 0.0 -0.2 0.0 -0.531
C 0.5184 -1.3299 -0.6121 0.1 0.1 -0.1 -0.186
C -0.8542 -1.2882 -0.4491 -0.1 -0.1 0.0 -0.192
C -5.1997 -0.4206 0.2022 -0.4 -0.1 0.0 -0.112
C -6.1138 -1.2443 0.8540 0.2 -0.1 0.0 -0.188
C -7.4214 -0.8360 1.0425 0.1 0.0 0.0 -0.183
C -7.8429 0.3954 0.5700 0.1 0.2 -0.2 -0.269
C -6.9302 1.1941 -0.0957 0.0 -0.1 0.1 0.405
F -7.3312 2.3886 -0.5749 0.0 -0.1 0.0 -0.321
C -5.6154 0.8134 -0.2883 -0.1 0.0 0.0 -0.282
H -3.1738 0.9858 0.1982 0.0 -0.2 0.0 0.402
H -1.1885 2.0251 0.1977 0.0 0.1 0.0 0.209
H 1.2750 1.9138 -0.1084 0.0 0.2 0.0 0.239
H 3.6677 -1.4919 1.0968 -0.1 -0.3 -0.1 0.400
H 4.2589 1.3344 1.0841 0.1 0.1 0.3 0.224
H 4.2448 0.4490 2.6353 0.0 0.1 -0.1 0.203
H 6.0366 -1.0225 1.8895 0.0 0.1 0.0 0.177
H 7.5918 0.6995 2.3287 0.0 0.1 0.0 0.218
H 6.4199 1.9080 1.7907 0.0 0.1 0.1 0.204
H 7.8937 2.1168 -0.0701 0.1 0.0 0.0 0.215
H 8.5270 0.4779 0.1677 0.0 0.0 0.0 0.205
H 7.0256 0.0672 -1.6874 0.0 0.1 0.0 0.197
H 5.8492 1.2632 -1.0829 0.1 -0.1 0.0 0.187
H 1.0221 -2.2508 -0.8576 0.0 -0.2 0.0 0.240
H -1.4484 -2.1807 -0.5492 0.0 0.0 0.0 0.252
H -5.7763 -2.2069 1.2056 0.0 -0.1 0.0 0.239
H -8.1196 -1.4793 1.5552 -0.1 -0.1 0.1 0.223
H -8.8578 0.7360 0.6991 -0.1 0.1 0.0 0.234
H -4.9614 1.4658 -0.8473 0.0 0.1 -0.1 0.228
```
Forces are in eV/Å.


Record 6
A single C2H4N4 molecule in a non-equilibrium geometry. Source: OMol25; level of theory: ωB97M-V with the def2-TZVPD basis set.

SMILES: Nc1nc[nH]n1
Energy above the lowest of the compared OMol25 structures with the same formula, charge and spin in kJ/mol: 39.2

XYZ file:
```
10
Properties=species:S:1:pos:R:3:forces:R:3:nbo_charge:R:1
N -1.9642 -0.0201 0.0723 0.8 1.0 -0.6 -0.819
C -0.6021 -0.1026 -0.0595 -0.8 0.2 0.6 0.461
N 0.0845 1.0761 -0.0154 -0.5 1.2 -0.2 -0.526
C 1.3153 0.7039 0.0506 2.2 -0.5 -0.3 0.210
N 1.3816 -0.6342 0.1133 1.3 -1.1 -1.0 -0.388
N 0.1234 -1.1982 -0.0691 0.6 0.6 0.5 -0.348
H -2.3766 0.8673 -0.1790 0.0 -0.4 0.2 0.403
H -2.5238 -0.8001 0.2619 -0.6 -1.0 0.0 0.398
H 2.3135 1.2409 -0.0234 -1.8 -0.2 0.3 0.205
H 2.2484 -1.1330 -0.1517 -1.2 0.1 0.4 0.405
```
Forces are in eV/Å.


Record 7
2 unconnected molecules or ions with the total composition C4H13NO2 in a non-equilibrium geometry. Source: OMol25; level of theory: ωB97M-V with the def2-TZVPD basis set.

SMILES: CCNCCO.O
Energy above the lowest of the compared OMol25 structures with the same formula, charge and spin in kJ/mol: 156.6

XYZ file:
```
20
Properties=species:S:1:pos:R:3:forces:R:3:nbo_charge:R:1
C 2.5086 -0.9454 0.4861 1.4 -0.4 2.3 -0.622
C 1.0921 -1.2641 0.1759 -1.2 0.5 -0.7 -0.227
N 0.6735 -0.7094 -1.1216 -0.8 0.5 0.5 -0.626
C -0.7931 -0.6814 -1.3579 1.5 -0.4 0.1 -0.249
C -1.5783 0.2548 -0.4821 -1.5 1.4 -0.1 -0.091
O -1.3563 1.6214 -0.7981 0.8 0.8 1.4 -0.734
H 3.2302 -1.6462 0.0784 0.1 0.2 -0.4 0.205
H 2.8616 0.0831 0.4406 -0.4 0.1 -1.1 0.228
H 2.6261 -1.0465 1.5870 -0.1 -0.5 -0.3 0.209
H 0.8548 -2.3479 0.2607 0.3 0.3 0.0 0.168
H 0.4968 -0.7643 0.9561 -0.1 -0.2 -0.4 0.178
H 1.0542 -1.1928 -1.9237 0.4 -0.2 0.3 0.354
H -0.8205 -0.2842 -2.3860 -0.7 -0.4 0.2 0.197
H -1.1627 -1.7129 -1.3072 -0.5 0.1 -0.1 0.176
H -1.5385 0.2284 0.6258 0.7 -0.5 -0.7 0.186
H -2.6581 0.1869 -0.6433 -0.1 -1.1 -0.3 0.177
H -1.2561 1.8064 -1.7199 0.1 -0.3 -0.8 0.468
O -0.4577 1.5686 2.5476 -0.3 1.5 1.1 -0.965
H -0.2810 1.2873 1.6605 0.2 -0.9 -0.2 0.487
H -0.5314 0.9227 3.2542 0.2 -0.5 -0.8 0.482
```
Forces are in eV/Å.